No. 1
Molecular formula: C32H38BMnN8O3
Method: DFT, wB97M-V/def2-TZVPD

XYZ file:
```
83
Properties=species:S:1:pos:R:3:mulliken_charge:R:1
Mn -0.499 0.409 -0.093 0.01
C 0.127 2.616 -3.605 -1.30
C -0.737 3.483 -2.681 0.30
C -2.151 2.898 -2.602 -1.26
C -0.070 3.596 -1.336 0.42
C 0.229 4.766 -0.617 -1.59
C 0.995 4.334 0.445 -0.46
N 1.146 3.002 0.341 0.17
N 0.468 2.545 -0.730 0.42
B 2.119 2.139 1.181 -0.05
N 1.295 1.409 2.277 0.06
C 1.574 1.322 3.585 -0.49
C 0.591 0.569 4.192 -1.25
C -0.288 0.225 3.151 -0.01
N 0.154 0.743 2.008 0.54
C -1.561 -0.569 3.218 2.05
C -2.252 -0.365 4.565 -1.98
C -1.272 -2.056 2.986 -1.02
N 2.906 1.153 0.280 0.44
C 4.219 0.859 0.393 -0.77
C 4.575 0.045 -0.658 -0.87
C 3.381 -0.125 -1.384 0.14
N 2.396 0.540 -0.802 -0.02
C 3.165 -0.831 -2.689 0.99
C 3.901 -0.075 -3.801 -1.66
C 3.634 -2.286 -2.641 -1.36
H -0.296 2.581 -4.611 0.47
H 0.181 1.602 -3.205 0.01
H 1.145 3.006 -3.665 0.37
H -0.797 4.493 -3.096 0.43
H -2.100 1.870 -2.245 -0.09
H -2.620 2.902 -3.589 0.50
H -2.779 3.465 -1.914 0.33
H -0.077 5.776 -0.834 0.49
H 1.454 4.887 1.248 0.48
H 2.924 2.840 1.731 -0.24
H 2.441 1.807 4.002 0.49
H 0.516 0.309 5.234 0.40
H -2.218 -0.217 2.417 -0.61
H -1.649 -0.796 5.367 0.33
H -3.229 -0.852 4.573 0.46
H -2.394 0.696 4.777 0.43
H -0.571 -2.430 3.736 0.35
H -0.830 -2.197 2.004 -0.15
H -2.193 -2.642 3.037 0.41
H 4.814 1.253 1.201 0.48
H 5.544 -0.380 -0.862 0.48
H 2.090 -0.806 -2.891 0.08
H 4.974 -0.060 -3.595 0.30
H 3.553 0.957 -3.862 0.34
H 3.747 -0.554 -4.771 0.46
H 4.698 -2.335 -2.400 0.32
H 3.472 -2.772 -3.606 0.42
H 3.089 -2.845 -1.883 0.18
O 2.291 -2.932 0.782 -0.75
C 1.509 -3.947 0.385 0.03
C 1.971 -5.244 0.599 -0.64
C 1.219 -6.336 0.207 -0.31
C -0.012 -6.146 -0.413 -0.75
C -0.489 -4.867 -0.614 -0.56
C 0.246 -3.745 -0.220 0.38
C -0.316 -2.400 -0.345 -0.12
O 0.420 -1.377 -0.007 1.12
N -1.564 -2.248 -0.692 -1.02
N -1.949 -0.942 -0.581 0.61
C -3.238 -0.774 -0.531 -0.93
C -3.901 0.416 -0.129 1.08
C -5.302 0.429 -0.012 -0.78
C -5.980 1.536 0.447 -0.77
C -5.271 2.688 0.795 -0.49
C -3.893 2.711 0.704 -0.79
C -3.173 1.589 0.256 0.18
O -1.891 1.633 0.186 0.49
H 1.783 -2.095 0.588 0.07
H 2.934 -5.366 1.078 0.43
H 1.589 -7.335 0.399 0.38
H -0.592 -7.003 -0.731 0.39
H -1.452 -4.698 -1.076 0.45
H -3.837 -1.666 -0.705 0.30
H -5.849 -0.469 -0.279 0.39
H -7.059 1.508 0.542 0.37
H -5.800 3.573 1.127 0.41
H -3.327 3.597 0.962 0.44
```

Its energy is -3082.00092 a.u. The value obtained for the maximum force is 0.0292 hartree/bohr. As for the expectation value of S²: 0.7726. The value obtained for the LUMO energy (alpha / beta) is 2.71 / 2.66 eV. As for the multiplicity: 2. The HOMO energy (alpha / beta) is -4.66 / -4.58 eV. Its HOMO-LUMO gap (alpha / beta) is 7.37 / 7.24 eV. The net charge is -1.

No. 2
Molecular formula: C36H39AuO7S
Method: DFT, wB97M-V/def2-TZVPD

XYZ file:
```
84
Properties=species:S:1:pos:R:3:mulliken_charge:R:1
Au -0.635 -0.084 0.361 0.81
C 0.125 5.343 3.751 -1.49
C -0.395 3.943 4.016 0.92
C -0.961 3.777 5.412 -1.58
O -1.402 3.629 3.051 -0.37
C -1.029 2.496 2.295 -0.89
C 0.399 2.173 2.714 -0.46
O 0.655 2.996 3.834 -0.28
C 0.602 0.658 3.034 3.10
O -0.245 -0.165 2.260 -0.94
C 0.176 0.379 4.482 -0.12
C -1.115 -0.056 4.760 -0.45
C -1.532 -0.242 6.072 -0.85
C -0.664 0.006 7.123 -0.56
C 0.630 0.433 6.852 -0.98
C 1.046 0.613 5.543 -0.07
C 2.062 0.271 2.817 -0.52
C 3.096 1.189 2.965 0.09
C 4.419 0.796 2.804 -1.25
C 4.720 -0.519 2.484 -0.59
C 3.690 -1.439 2.326 -0.95
C 2.372 -1.048 2.499 -0.14
C -1.105 2.736 0.762 2.29
O -0.231 1.809 0.132 -0.14
C -0.558 4.123 0.419 -0.14
C -1.395 5.236 0.444 -0.38
C -0.896 6.504 0.192 -0.90
C 0.451 6.682 -0.095 -0.80
C 1.290 5.579 -0.132 -0.69
C 0.788 4.310 0.124 0.56
C -2.528 2.570 0.240 -0.41
C -3.640 2.676 1.069 -0.12
C -4.920 2.530 0.548 -0.96
C -5.099 2.276 -0.803 -0.61
C -3.992 2.170 -1.635 -0.87
C -2.716 2.318 -1.116 -0.34
H -0.691 6.062 3.815 0.34
H 0.563 5.396 2.754 0.22
H 0.884 5.600 4.490 0.39
H -1.785 4.475 5.567 0.38
H -0.186 3.975 6.153 0.35
H -1.320 2.757 5.543 0.27
H -1.693 1.665 2.542 1.74
H 1.095 2.442 1.921 0.31
H -1.790 -0.275 3.945 0.33
H -2.540 -0.585 6.269 0.41
H -0.989 -0.137 8.146 0.41
H 1.320 0.624 7.664 0.43
H 2.055 0.950 5.347 0.39
H 2.877 2.215 3.239 0.58
H 5.214 1.520 2.932 0.46
H 5.751 -0.826 2.358 0.42
H 3.914 -2.468 2.074 0.52
H 1.568 -1.761 2.374 0.43
H -2.445 5.110 0.668 0.50
H -1.562 7.357 0.220 0.43
H 0.841 7.672 -0.293 0.41
H 2.342 5.704 -0.359 0.46
H 1.447 3.455 0.086 -0.65
H -3.515 2.884 2.125 0.52
H -5.777 2.612 1.203 0.45
H -6.097 2.159 -1.206 0.39
H -4.123 1.970 -2.691 0.43
H -1.851 2.227 -1.759 0.36
C 4.651 -1.975 -1.110 -1.12
C 4.262 -0.608 -1.650 -0.60
S 2.941 0.107 -0.648 1.06
O 1.769 -0.807 -0.854 -0.85
C 2.622 1.557 -1.675 -0.04
C 3.637 2.668 -1.444 -1.25
H 5.394 -2.438 -1.760 0.44
H 3.779 -2.626 -1.067 0.27
H 5.071 -1.895 -0.108 0.17
H 3.868 -0.671 -2.667 0.38
H 5.098 0.093 -1.630 0.34
H 1.618 1.855 -1.366 -0.55
H 2.573 1.231 -2.715 0.71
H 3.701 2.926 -0.386 0.24
H 3.342 3.562 -1.994 0.39
H 4.635 2.389 -1.781 0.37
O -1.240 -2.074 0.019 -0.60
C -1.519 -1.764 -1.173 0.07
O -1.366 -0.568 -1.538 -0.54
H -1.899 -2.511 -1.872 0.48
```

Its energy is -2455.69525 a.u. The value obtained for the maximum force is 0.0066 hartree/bohr. The value obtained for the LUMO energy is -1.10 eV. The HOMO energy is -8.80 eV. Its HOMO-LUMO gap is 7.71 eV. The net charge is 0.

No. 3
Molecular formula: C19H22CaN2
Method: DFT, wB97M-V/def2-TZVPD

XYZ file:
```
44
Properties=species:S:1:pos:R:3:mulliken_charge:R:1
C -1.073 0.886 4.049 -0.86
C -1.160 -0.587 3.923 -0.89
H -0.036 1.302 4.071 0.33
H -1.578 0.958 5.032 0.34
H -1.531 1.480 3.257 0.25
H -0.788 -1.255 3.081 0.31
H -0.494 -0.751 4.810 0.34
H -2.241 -0.878 4.096 0.24
C -0.329 2.690 -1.156 -0.44
C -0.029 3.408 -2.311 -0.60
C 0.173 2.755 -3.524 -0.55
C 0.029 1.365 -3.558 -0.73
H -0.562 3.188 -0.204 0.40
H 0.018 4.509 -2.267 0.34
H 0.448 3.248 -4.457 0.43
H 0.052 0.791 -4.483 0.32
N -0.396 1.340 -1.166 0.18
C -0.212 0.688 -2.354 0.48
C -0.353 -0.770 -2.377 0.80
N -0.588 -1.415 -1.196 0.05
C -0.744 -2.755 -1.211 -0.45
C -0.437 -2.833 -3.608 -0.56
C -0.665 -3.479 -2.395 -0.60
H -0.958 -3.240 -0.251 0.41
H -0.814 -4.562 -2.372 0.36
C -0.317 -1.446 -3.603 -0.79
H -0.234 -0.853 -4.515 0.32
H -0.345 -3.336 -4.568 0.43
Ca -1.247 -0.009 0.606 1.33
C -3.733 -0.074 0.444 -1.27
H -4.185 -1.031 0.170 0.25
H -3.597 0.517 -0.465 0.26
H -4.397 0.433 1.144 0.26
C 4.070 0.000 1.839 -0.23
C 3.673 -0.112 0.491 -0.78
C 2.297 -0.135 0.206 -0.42
C 1.367 -0.084 1.239 0.52
C 1.787 0.029 2.539 0.01
C 3.132 0.075 2.868 -0.80
H 5.137 0.023 2.074 0.31
H 4.400 -0.162 -0.303 0.39
H 1.972 -0.187 -0.811 0.12
H 1.033 0.093 3.301 -0.15
H 3.456 0.178 3.916 0.34
```

Its energy is -1524.21770 a.u. The value obtained for the maximum force is 0.0533 hartree/bohr. The value obtained for the LUMO energy is -0.91 eV. The HOMO energy is -6.32 eV. Its HOMO-LUMO gap is 5.41 eV. The net charge is 0.